i:
Here is a cluster of 3 separate species, C4H12N3 in total from OMol25. Energies are from wB97M-V/def2-TZVPD.

Output
Kohn-Sham gap (alpha / beta) (hartree): 0.2931 / 0.2753

```
! wB97M-V def2-TZVPD RIJCOSX def2/J DEFGRID3
* xyz 1 1
C 2.22 1.54 1.10
C 0.77 1.68 -0.48
C -1.38 0.35 -0.90
C -0.01 0.53 -0.44
N 1.15 2.37 -1.55
N 0.52 -0.56 0.16
N -0.88 -2.70 0.95
H 2.74 2.40 0.90
H 1.88 1.31 2.06
H -1.78 -0.53 -0.35
H -1.32 0.08 -1.91
H -1.90 1.28 -1.02
H 1.31 1.93 -2.38
H 1.78 3.20 -1.39
H -0.27 -1.42 0.52
H 1.37 -0.29 0.68
H -1.49 -2.96 0.23
H -0.37 -3.54 1.30
H -1.39 -2.21 1.62
*
```

These are the Mulliken partial charges, in e, on atoms 1 to 5:
1 C -0.788
2 C -0.065
3 C -1.254
4 C 0.998
5 N -0.341


ii:
Here is a cluster of 2 separate species, C4H12N3 in total from OMol25. Energies are from wB97M-V/def2-TZVPD.

Output
Kohn-Sham gap (hartree): 0.3394

```
! wB97M-V def2-TZVPD RIJCOSX def2/J DEFGRID3
* xyz 1 1
N 1.29 0.92 3.13
C 0.84 0.58 1.94
N 1.26 -0.43 1.25
H 1.99 0.41 3.65
H 0.96 1.77 3.56
H 0.08 1.20 1.49
H 0.75 -0.69 0.39
H 1.96 -1.06 1.62
C -2.07 -0.02 -1.61
C -0.59 -0.22 -1.47
C 0.29 0.76 -1.63
N -0.21 -1.54 -1.07
H -2.60 -0.27 -0.69
H -2.46 -0.69 -2.37
H -2.29 1.01 -1.89
H 1.36 0.61 -1.58
H -0.07 1.74 -1.92
H -1.00 -2.17 -1.13
H 0.52 -1.92 -1.67
*
```

These are the Mulliken partial charges, in e, on atoms 1 to 5:
1 N -0.316
2 C 0.292
3 N -0.219
4 H 0.234
5 H 0.251


Which of them is the most stable, and which is the least stable? ii and i, in that order.


i:
Here is a cluster of 2 separate species, C2NO4 in total from OMol25. Energies are from wB97M-V/def2-TZVPD.

Output
Kohn-Sham gap (hartree): 0.3047

```
! wB97M-V def2-TZVPD RIJCOSX def2/J DEFGRID3
* xyz -1 1
C -1.41 0.06 -0.15
C 1.54 0.14 0.24
N -0.27 -0.22 -0.65
O 1.62 1.29 0.07
O -2.33 0.95 0.33
O 1.99 -0.92 0.55
O -1.20 -1.34 -0.31
*
```

These are the Mulliken partial charges, in e, on atoms 1 to 5:
1 C 0.818
2 C 0.730
3 N -0.497
4 O -0.428
5 O -0.708


ii:
Here is a structure of composition C2NO4 from OMol25. Energies are from wB97M-V/def2-TZVPD.

Output
Kohn-Sham gap (alpha / beta) (hartree): 0.1488 / 0.3659

```
! wB97M-V def2-TZVPD RIJCOSX def2/J DEFGRID3
* xyz -1 1
C -2.43 -0.03 0.06
C 1.88 -0.11 -0.12
N -3.49 0.49 -0.07
O 0.89 0.65 -0.48
O 2.17 -1.27 0.07
O -1.50 -0.71 0.33
O 2.49 0.99 0.22
*
```

These are the Mulliken partial charges, in e, on atoms 1 to 5:
1 C 0.561
2 C 0.813
3 N -0.523
4 O -0.403
5 O -0.616


Which of them is the most stable, and which is the least stable? i and ii, in that order.


i:
Here is the ion C7H15N2 with charge +1 from OMol25. Energies are from wB97M-V/def2-TZVPD.

Output
Kohn-Sham gap (alpha / beta) (hartree): 0.2846 / 0.2846

```
! wB97M-V def2-TZVPD RIJCOSX def2/J DEFGRID3
* xyz 1 1
C -1.25 0.89 0.08
C 1.63 0.70 0.72
C 0.00 -1.11 0.40
C -2.47 1.68 -0.10
C 2.22 1.80 -0.03
C -2.38 -1.34 0.06
C 2.36 -1.30 -0.20
N -1.25 -0.41 0.14
N 1.18 -0.40 -0.15
H 0.16 -1.19 1.48
H -0.06 -2.11 -0.04
H -2.24 2.58 -0.67
H -2.76 2.02 0.90
H -3.31 1.17 -0.55
H 2.18 1.74 -1.12
H 3.25 1.89 0.32
H 1.75 2.73 0.32
H -2.32 -1.92 -0.86
H -2.35 -2.01 0.92
H -3.31 -0.79 0.08
H 2.69 -1.49 0.83
H 2.12 -2.24 -0.69
H 3.17 -0.81 -0.74
H 0.96 -0.08 -1.11
*
```

These are the Mulliken partial charges, in e, on atoms 1 to 5:
1 C 0.374
2 C -0.168
3 C -0.642
4 C -1.264
5 C -0.916


ii:
Here is the ion C7H15N2 with charge +1 from OMol25. Energies are from wB97M-V/def2-TZVPD.

Output
Kohn-Sham gap (alpha / beta) (hartree): 0.2262 / 0.2262

```
! wB97M-V def2-TZVPD RIJCOSX def2/J DEFGRID3
* xyz 1 1
C -0.04 -0.56 -0.82
C -2.58 1.30 0.36
C 1.14 -1.21 -0.28
C -2.27 -0.01 0.26
C -0.89 -0.48 0.60
C 2.66 0.82 0.21
C 2.37 -0.67 0.27
N 0.06 0.68 -1.48
N -3.12 -0.95 -0.24
H -0.62 -1.24 -1.44
H -1.86 2.04 0.64
H -3.59 1.64 0.21
H -0.92 -1.47 1.06
H -0.39 0.22 1.25
H -0.84 1.01 -1.80
H 2.76 1.17 -0.81
H 3.60 1.02 0.73
H 1.89 1.40 0.72
H 2.46 -1.03 1.31
H 3.19 -1.22 -0.24
H 0.58 1.40 -1.00
H 1.03 -2.28 -0.15
H -3.02 -1.91 0.06
H -4.06 -0.67 -0.45
*
```

These are the Mulliken partial charges, in e, on atoms 1 to 5:
1 C 0.152
2 C -1.092
3 C -0.265
4 C 0.517
5 C -0.745


Which of them is the most stable, and which is the least stable? ii and i, in that order.


i:
Here is a cluster of 3 separate species, H5O2S in total from OMol25. Energies are from wB97M-V/def2-TZVPD.

Output
Kohn-Sham gap (hartree): 0.2630

```
! wB97M-V def2-TZVPD RIJCOSX def2/J DEFGRID3
* xyz -1 1
S 0.96 -1.28 -0.67
H 0.75 -0.32 0.27
H -2.87 -1.09 -1.09
H -1.40 -0.97 -1.21
O -2.14 -1.55 -1.48
H 1.75 2.22 0.84
H 1.41 1.01 1.62
O 1.54 1.96 1.72
*
```

These are the Mulliken partial charges, in e, on atoms 1 to 5:
1 S -0.751
2 H -0.216
3 H 0.264
4 H 0.264
5 O -0.581


ii:
Here is a cluster of 3 separate species, H5O2S in total from OMol25. Energies are from wB97M-V/def2-TZVPD.

Output
Kohn-Sham gap (hartree): 0.2855

```
! wB97M-V def2-TZVPD RIJCOSX def2/J DEFGRID3
* xyz -1 1
S 0.31 0.91 -1.00
H -0.75 1.67 -0.70
H 2.18 -0.40 1.77
H 0.97 0.15 1.10
O 1.26 -0.19 1.99
H -1.84 -1.13 0.64
H -1.04 -0.82 -0.60
O -1.73 -1.46 -0.25
*
```

These are the Mulliken partial charges, in e, on atoms 1 to 5:
1 S -0.897
2 H 0.026
3 H 0.278
4 H 0.282
5 O -0.626


Which of them is the most stable, and which is the least stable? ii and i, in that order.


i:
Here is a structure of composition C55H78GeN8O2P3STi from OMol25. Energies are from wB97M-V/def2-TZVPD.

Output
Kohn-Sham gap (alpha / beta) (hartree): 0.1968 / 0.1613
⟨S²⟩: 3.83

```
! wB97M-V def2-TZVPD RIJCOSX def2/J DEFGRID3
* xyz 0 4
Ti 0.56 -0.76 0.58
C -5.64 2.90 -0.99
C -4.21 3.31 -0.67
C -3.99 3.26 0.85
P -2.94 2.18 -1.48
C -1.59 3.44 -1.74
N -0.91 3.82 -0.53
Ge 0.02 2.33 0.92
N 1.68 2.93 0.11
C 1.92 2.62 -1.27
P 2.06 0.79 -1.63
C 3.94 0.73 -1.50
C 4.33 0.84 -0.03
C 4.56 -0.51 -2.14
C 1.74 0.95 -3.47
C 1.52 -0.42 -4.12
C 2.77 1.77 -4.25
C 2.31 4.02 0.68
C 3.63 4.41 0.39
C 4.24 5.44 1.07
C 3.57 6.11 2.09
C 2.27 5.75 2.38
C 1.63 4.75 1.66
N 0.20 4.45 1.88
C -0.56 5.46 1.17
C -0.69 6.75 1.65
C -1.35 7.73 0.92
C -1.84 7.40 -0.33
C -1.72 6.12 -0.83
C -1.08 5.09 -0.10
C -0.05 4.21 3.26
C -0.95 4.88 4.06
C -0.97 4.64 5.43
C -0.05 3.77 6.01
C 0.80 3.03 5.21
C 0.74 3.15 3.81
N 1.32 2.38 2.88
C 2.17 1.29 3.24
P 1.30 -0.36 3.08
C 0.05 -0.18 4.47
C -1.14 -1.10 4.23
C 0.58 -0.33 5.89
C 2.71 -1.48 3.59
C 2.23 -2.86 4.03
C 3.72 -0.90 4.59
C -3.58 2.09 -3.23
C -2.65 1.22 -4.08
C -3.84 3.42 -3.94
H -5.81 1.85 -0.76
H -5.88 3.05 -2.05
H -6.34 3.50 -0.40
H -4.04 4.33 -1.01
H -4.12 2.24 1.22
H -4.70 3.91 1.36
H -2.98 3.58 1.12
H -2.05 4.29 -2.25
H -0.89 2.97 -2.44
H 2.83 3.10 -1.63
H 1.09 3.00 -1.88
H 4.31 1.62 -2.02
H 3.94 -0.02 0.53
H 3.93 1.75 0.43
H 5.42 0.86 0.08
H 4.12 -1.42 -1.73
H 5.64 -0.53 -1.94
H 4.43 -0.52 -3.22
H 0.78 1.48 -3.50
H 2.43 -1.01 -4.13
H 1.19 -0.29 -5.16
H 0.75 -0.96 -3.58
H 3.73 1.26 -4.30
H 2.91 2.76 -3.83
H 2.41 1.90 -5.28
H 4.20 3.88 -0.37
H 5.26 5.71 0.83
H 4.06 6.90 2.64
H 1.74 6.26 3.17
H -0.25 7.02 2.60
H -1.43 8.73 1.31
H -2.33 8.16 -0.94
H -2.08 5.92 -1.83
H -1.64 5.60 3.63
H -1.69 5.16 6.06
H -0.02 3.65 7.08
H 1.50 2.35 5.67
H 2.59 1.38 4.24
H 2.99 1.26 2.52
H -0.31 0.85 4.34
H -0.87 -2.15 4.35
H -1.52 -0.97 3.22
H -1.95 -0.87 4.94
H 1.03 -1.31 6.06
H -0.25 -0.23 6.59
H 1.31 0.44 6.15
H 3.22 -1.62 2.63
H 1.77 -2.84 5.02
H 3.07 -3.56 4.07
H 1.50 -3.27 3.33
H 3.24 -0.57 5.51
H 4.28 -0.07 4.16
H 4.44 -1.68 4.84
H -4.53 1.55 -3.13
H -1.71 1.74 -4.29
H -3.11 0.98 -5.04
H -2.41 0.28 -3.56
H -2.90 3.93 -4.17
H -4.46 4.09 -3.34
H -4.36 3.24 -4.89
C 3.82 -3.31 0.24
C 2.58 -2.61 -0.25
O 2.16 -1.58 0.44
C 1.89 -3.08 -1.36
C 0.59 -2.66 -1.73
C -0.07 -3.30 -2.93
N -0.09 -1.79 -0.97
N -1.45 -1.75 -1.11
C -2.00 -1.09 -0.11
O -1.25 -0.46 0.76
C -3.44 -1.22 0.09
C -4.00 -0.86 1.32
C -5.35 -1.06 1.57
C -6.17 -1.60 0.59
C -5.62 -1.96 -0.64
C -4.27 -1.79 -0.88
H 4.51 -2.61 0.69
H 4.32 -3.83 -0.58
H 3.53 -4.05 0.99
H 2.34 -3.87 -1.94
H 0.69 -3.59 -3.65
H -0.76 -2.60 -3.40
H -0.65 -4.20 -2.69
H -3.36 -0.43 2.07
H -5.77 -0.77 2.53
H -7.23 -1.74 0.78
H -6.26 -2.38 -1.41
H -3.83 -2.10 -1.82
C -3.27 -3.93 3.08
N -2.97 -4.30 1.72
C -3.83 -4.92 0.83
C -3.16 -5.13 -0.31
N -1.88 -4.65 -0.11
C -1.77 -4.11 1.12
S -0.37 -3.46 1.79
H -4.04 -4.59 3.47
H -3.61 -2.90 3.13
H -2.36 -4.03 3.67
H -4.86 -5.13 1.08
H -3.47 -5.59 -1.23
H -1.15 -4.55 -0.79
*
```

These are the Mulliken partial charges, in e, on atoms 1 to 5:
1 Ti 0.226
2 C -1.715
3 C 0.478
4 C -0.979
5 P 1.463


ii:
Here is a structure of composition C55H78GeN8O2P3STi from OMol25. Energies are from wB97M-V/def2-TZVPD.

Output
Kohn-Sham gap (alpha / beta) (hartree): 0.2250 / 0.1858
⟨S²⟩: 3.78

```
! wB97M-V def2-TZVPD RIJCOSX def2/J DEFGRID3
* xyz 0 4
Ti 0.39 -0.26 0.31
C 1.17 4.24 -1.33
C -0.02 4.06 -0.38
C -0.89 5.32 -0.37
P -0.92 2.45 -0.64
C -2.09 2.70 0.78
N -2.88 1.58 1.28
Ge -1.91 -0.06 1.63
N -1.44 0.06 3.52
C -0.04 0.40 3.84
P 0.43 1.85 2.75
C -0.25 3.25 3.83
C 0.50 3.48 5.15
C -1.74 3.10 4.16
C 2.26 2.21 2.91
C 2.97 2.13 1.54
C 2.98 1.35 3.95
C -2.31 -0.12 4.58
C -1.87 -0.27 5.91
C -2.77 -0.31 6.97
C -4.13 -0.20 6.75
C -4.58 -0.12 5.44
C -3.70 -0.13 4.37
N -4.14 -0.16 2.99
C -4.88 0.99 2.52
C -6.20 1.23 2.87
C -6.89 2.33 2.38
C -6.25 3.17 1.49
C -4.94 2.93 1.12
C -4.20 1.84 1.63
C -4.80 -1.38 2.57
C -5.98 -1.87 3.11
C -6.65 -2.95 2.53
C -6.12 -3.52 1.39
C -4.90 -3.08 0.88
C -4.17 -2.06 1.52
N -2.86 -1.73 1.20
C -2.08 -2.74 0.45
P -0.54 -3.21 1.39
C 0.17 -4.57 0.32
C -0.78 -5.67 -0.14
C 0.89 -3.95 -0.89
C -1.15 -4.21 2.84
C -0.99 -3.40 4.13
C -2.57 -4.78 2.77
C -2.18 2.76 -1.98
C -1.61 3.17 -3.34
C -3.02 1.49 -2.13
H 1.77 5.10 -1.01
H 0.83 4.43 -2.36
H 1.81 3.36 -1.36
H 0.41 3.91 0.62
H -1.40 5.46 -1.33
H -0.26 6.19 -0.20
H -1.65 5.30 0.42
H -2.74 3.51 0.48
H -1.47 3.11 1.58
H 0.64 -0.43 3.67
H 0.05 0.72 4.87
H -0.13 4.14 3.20
H 0.44 2.60 5.80
H 0.01 4.31 5.68
H 1.55 3.75 5.03
H -1.90 2.35 4.93
H -2.36 2.83 3.31
H -2.11 4.05 4.56
H 2.29 3.25 3.22
H 4.02 1.85 1.66
H 2.93 3.09 1.02
H 2.52 1.39 0.88
H 3.11 0.33 3.60
H 2.44 1.32 4.90
H 3.98 1.76 4.15
H -0.82 -0.37 6.13
H -2.39 -0.42 7.98
H -4.84 -0.20 7.57
H -5.64 -0.03 5.26
H -6.72 0.54 3.52
H -7.92 2.50 2.68
H -6.78 4.02 1.07
H -4.50 3.59 0.38
H -6.41 -1.42 3.99
H -7.57 -3.31 2.96
H -6.65 -4.32 0.88
H -4.51 -3.55 -0.01
H -1.76 -2.35 -0.52
H -2.67 -3.63 0.28
H 0.93 -5.02 0.96
H -1.63 -5.27 -0.69
H -1.16 -6.26 0.70
H -0.25 -6.36 -0.81
H 0.17 -3.48 -1.57
H 1.42 -4.72 -1.46
H 1.63 -3.21 -0.58
H -0.43 -5.04 2.87
H -1.68 -2.56 4.13
H 0.02 -3.00 4.23
H -1.21 -4.01 5.00
H -3.31 -3.99 2.81
H -2.73 -5.43 3.64
H -2.76 -5.37 1.88
H -2.82 3.57 -1.62
H -2.43 3.32 -4.04
H -0.95 2.40 -3.73
H -1.04 4.11 -3.29
H -3.78 1.63 -2.90
H -3.52 1.22 -1.19
H -2.38 0.66 -2.42
C 3.05 -2.15 2.90
C 2.73 -1.33 1.69
O 1.52 -0.81 1.61
C 3.65 -1.20 0.62
C 3.36 -0.77 -0.64
C 4.36 -0.72 -1.75
N 1.98 -0.54 -0.96
N 1.66 -0.87 -2.17
C 0.31 -0.88 -2.34
O -0.46 -0.52 -1.38
C -0.20 -1.55 -3.54
C -1.57 -1.76 -3.67
C -2.07 -2.45 -4.76
C -1.21 -2.93 -5.74
C 0.16 -2.72 -5.61
C 0.67 -2.04 -4.52
H 2.66 -3.17 2.77
H 2.57 -1.74 3.79
H 4.12 -2.21 3.06
H 4.67 -1.52 0.80
H 5.37 -0.61 -1.35
H 4.15 0.12 -2.42
H 4.32 -1.63 -2.36
H -2.23 -1.40 -2.89
H -3.14 -2.61 -4.85
H -1.60 -3.46 -6.59
H 0.84 -3.11 -6.36
H 1.73 -1.88 -4.40
C 0.55 1.06 -6.67
N 1.21 2.32 -6.37
C 1.45 3.37 -7.25
C 2.08 4.34 -6.57
N 2.21 3.87 -5.27
C 1.69 2.62 -5.13
S 1.67 1.64 -3.77
H 0.14 1.12 -7.67
H -0.25 0.88 -5.95
H 1.26 0.24 -6.60
H 1.16 3.32 -8.29
H 2.43 5.31 -6.87
H 2.63 4.35 -4.49
*
```

These are the Mulliken partial charges, in e, on atoms 1 to 5:
1 Ti -0.505
2 C -1.446
3 C 1.269
4 C -1.721
5 P 2.330


Which of them is the most stable, and which is the least stable? ii and i, in that order.


i:
Here is an isolated molecule of C3H7N5 from OMol25. Energies are from wB97M-V/def2-TZVPD.

Output
Kohn-Sham gap (hartree): 0.3186

```
! wB97M-V def2-TZVPD RIJCOSX def2/J DEFGRID3
* xyz 0 1
C 1.62 0.60 -0.30
C -0.73 0.04 1.21
C 0.20 1.07 -0.30
N -0.79 -1.00 2.02
N -0.89 -0.16 -0.11
N -0.92 -1.47 -0.63
N -0.75 -1.59 -1.84
N -0.16 2.17 -0.78
H -1.03 -1.94 1.70
H -0.76 -0.85 3.02
H -0.58 -0.68 -2.31
H -1.16 2.35 -0.77
H 1.78 -0.11 -1.11
H 1.87 0.11 0.64
H 2.28 1.46 -0.44
*
```

These are the Mulliken partial charges, in e, on atoms 1 to 5:
1 C -1.013
2 C -0.410
3 C 0.916
4 N -0.243
5 N 0.217


ii:
Here is an isolated molecule of C3H7N5 from OMol25. Energies are from wB97M-V/def2-TZVPD.

Output
Kohn-Sham gap (hartree): 0.3582
SMILES: [H]/N=C/N(/C=N/[H])/C(N)=N/[H]

```
! wB97M-V def2-TZVPD RIJCOSX def2/J DEFGRID3
* xyz 0 1
H -1.43 1.17 2.56
N -0.83 1.34 1.68
C -0.71 0.19 1.17
N 0.05 0.12 -0.03
C -0.12 1.07 -1.12
N -1.17 1.82 -0.93
H -1.32 2.49 -1.77
C 0.61 -1.07 -0.30
N 1.38 -1.51 0.86
N 0.46 -1.74 -1.45
H 1.19 -2.40 -1.44
H -0.91 -0.77 1.55
H 0.44 0.94 -2.00
H 2.36 -2.02 0.43
H 1.73 -0.65 1.32
*
```

These are the Mulliken partial charges, in e, on atoms 1 to 5:
1 H 0.260
2 N -0.525
3 C -0.135
4 N 0.018
5 C -0.147


iii:
Here is an isolated molecule of C3H7N5 from OMol25. Energies are from wB97M-V/def2-TZVPD.

Output
Kohn-Sham gap (hartree): 0.3122

```
! wB97M-V def2-TZVPD RIJCOSX def2/J DEFGRID3
* xyz 0 1
C -2.56 -1.76 -0.71
C 1.67 1.51 -0.91
C 0.97 0.24 1.58
N -1.51 -1.14 -0.59
N -0.74 -0.74 0.51
N -3.70 -2.18 -0.87
N 0.68 0.49 -0.84
N 0.32 0.01 0.28
H 2.73 1.25 -1.02
H 1.33 2.26 -1.69
H 1.43 2.19 0.00
H 1.18 -0.74 1.95
H 1.82 0.87 1.47
H 0.14 0.75 2.28
H -3.76 -3.04 -1.44
*
```

These are the Mulliken partial charges, in e, on atoms 1 to 5:
1 C 0.391
2 C -0.747
3 C -0.757
4 N -0.221
5 N -0.704


iv:
Here is a structure of composition C3H7N5 from OMol25. Energies are from wB97M-V/def2-TZVPD.

Output
Kohn-Sham gap (hartree): 0.3305

```
! wB97M-V def2-TZVPD RIJCOSX def2/J DEFGRID3
* xyz 0 1
C 0.78 1.56 -0.87
C -0.37 -1.47 1.77
C 0.22 -0.92 0.38
H 1.24 1.77 -1.95
H -0.15 2.54 -0.51
H 1.47 1.01 0.27
H 0.07 -0.02 -2.23
H -2.48 0.52 0.71
H 0.14 -2.23 2.46
H 1.73 -1.37 -1.12
N -0.22 0.56 -1.39
N -0.71 -0.14 -0.24
N -1.54 0.37 0.91
N -1.54 -0.78 1.83
N 1.37 -1.38 -0.03
*
```

These are the Mulliken partial charges, in e, on atoms 1 to 5:
1 C -0.622
2 C -0.091
3 C 0.330
4 H 0.304
5 H 0.213


Which of them is the most stable, and which is the least stable? ii and iv, in that order.